Below is a cluster of 2 separate species, C6H14N2O2 in total, with properties calculated with ωB97M-V with the def2-TZVPD basis set.

Structure (ORCA input):
```
! wB97M-V def2-TZVPD RIJCOSX def2/J DEFGRID3
* xyz 0 1
C -1.77400 -1.28885 1.45789
N -0.53332 -0.89004 2.18064
C 0.64386 -1.37622 1.59774
C 1.96665 -0.99110 2.24299
O 0.63290 -1.64275 0.40208
H -2.53341 -0.54554 1.71182
H -1.59175 -1.03066 0.41984
H -2.12789 -2.32216 1.48421
H -0.65344 -1.03278 3.17164
H 2.15929 -1.51602 3.18523
H 2.17330 0.05800 2.18385
H 2.69917 -1.49157 1.58121
C 0.87454 -0.21406 -2.34173
N 0.03221 0.40553 -1.36170
C -0.38971 1.69369 -1.57870
C -1.19373 2.19904 -0.42087
O -0.10446 2.31560 -2.57702
H 1.17541 -1.24831 -2.21420
H 0.34082 -0.50019 -3.31952
H 1.77404 0.41871 -2.50223
H -0.04430 -0.12479 -0.49664
H -2.26835 1.99175 -0.66841
H -1.00530 1.66070 0.52415
H -1.01971 3.24633 -0.11152
*
```

As for the structure (SMILES): CNC(C)=O.CNC(C)=O. The LUMO energy is 0.5 eV. Its highest occupied orbital energy is -0.33603 Ha. Its energy relative to the best compared isomer or geometry (same formula, charge and spin) is 155.8 kJ/mol.

=====

Below is a cluster of 2 separate species, C6H14N2O2 in total, with properties calculated with ωB97M-V with the def2-TZVPD basis set.

Structure (ORCA input):
```
! wB97M-V def2-TZVPD RIJCOSX def2/J DEFGRID3
* xyz 0 3
C -3.14811 0.48209 -0.35821
C -2.49898 -1.81802 0.82298
C 2.71257 1.21166 0.17182
C 3.52945 -1.01217 0.41322
C -2.10839 -0.54082 -0.02692
C 2.23681 -0.15475 0.39608
N -1.00337 0.06250 0.79911
N 1.10500 -0.41145 -0.44406
O -0.94368 1.24540 1.02796
O 1.02708 -1.42576 -1.06672
H -3.63644 0.83586 0.56508
H -2.67430 1.10468 -1.19929
H -3.90759 -0.02962 -0.93654
H -1.91564 -1.99987 1.73171
H -2.55836 -2.69159 0.17142
H -3.50657 -1.89296 1.19706
H 3.33610 1.42281 0.98694
H 3.24659 1.14599 -0.79036
H 2.05986 2.01690 0.04467
H 3.98656 -0.60948 -0.55225
H 3.19079 -2.03357 0.42731
H 4.14986 -0.68136 1.25431
H -1.66314 -0.98617 -0.95552
H 1.75388 -0.37652 1.36925
*
```

The LUMO energy (spin up / spin down) is 0.5 / -0.4 eV. Its highest occupied orbital energy (spin up / spin down) is -0.27325 / -0.31700 Ha. As for the expectation value of S²: 2.033. Its energy relative to the best compared isomer or geometry (same formula, charge and spin) is 53.2 kJ/mol.

=====

Below is a cluster of 2 separate species, C6H14N2O2 in total, with properties calculated with ωB97M-V with the def2-TZVPD basis set.

Structure (ORCA input):
```
! wB97M-V def2-TZVPD RIJCOSX def2/J DEFGRID3
* xyz 1 2
C 1.32921 1.44941 -2.25702
C -1.50223 -0.92414 -1.42180
C -0.01271 0.76625 -2.43313
O -0.50026 0.63041 -3.53833
N -0.36408 -0.09307 -1.40387
H 1.34418 2.42074 -2.75592
H -0.02205 -0.01366 -0.44627
H -2.05295 -1.11700 -2.34314
H 1.81466 1.37983 -1.28200
H 2.01738 0.76357 -2.79592
H -1.21044 -1.92678 -1.05834
H -2.20890 -0.57937 -0.62414
C -1.30390 0.93363 2.07050
C 1.63941 -1.27676 2.78226
C 0.45542 -0.75752 2.07556
O 0.33000 -1.02871 0.86544
N -0.12415 0.29015 2.70698
H 0.04357 0.49464 3.67561
H -2.21825 0.41328 2.44974
H 1.87415 -2.30870 2.48052
H -1.38272 2.00935 2.35823
H -1.14416 0.75655 1.01741
H 2.53986 -0.64000 2.73283
H 1.59116 -1.22386 3.86482
*
```

The LUMO energy (spin up / spin down) is -3.2 / -8.1 eV. Its highest occupied orbital energy (spin up / spin down) is -0.51242 / -0.51236 Ha. As for the expectation value of S²: 0.775. Its energy relative to the best compared isomer or geometry (same formula, charge and spin) is 108.0 kJ/mol.